The following is a DFT calculation (ωB97M-V with the def2-TZVPD basis set) of 2 unconnected molecules or ions with the total composition C33H59BCl3N2O6P2.

Last columns: bonded neighbours and bond lengths (Å).
Cartesian coordinates (Å):
1 C -0.126 -1.734 4.438  C2 1.640, H41 1.193, H42 1.179, H43 1.180
2 C 1.459 -1.680 4.018  C1 1.640, C3 1.671, H44 1.191, H45 1.192
3 C 1.812 -2.560 2.642  C2 1.671, C4 1.637, H46 1.193, H47 1.170
4 C 0.768 -2.050 1.490  C3 1.637, C5 1.640, H48 1.182, H49 1.194
5 C 1.405 -1.879 -0.012  C4 1.640, C6 1.639, H50 1.170, H51 1.194
6 C 0.317 -2.196 -1.195  C5 1.639, C7 1.636, H52 1.194, H53 1.194
7 C -0.080 -0.929 -2.150  C6 1.636, B8 1.642, H54 1.170, H55 1.194
8 B -0.543 0.438 -1.366  C7 1.642, P9 1.908, O14 1.506, O40 1.507
9 P -1.760 -0.213 -0.049  B8 1.908, P10 2.225, H56 1.456
10 P -3.632 -0.922 -1.017  P9 2.225, O11 1.609, O12 1.740, O13 1.740
11 O -4.853 -0.602 -0.019  P10 1.609
12 O -3.919 -0.193 -2.572  P10 1.740, H57 1.018
13 O -3.563 -2.655 -1.162  P10 1.740, H58 1.009
14 O 0.571 1.365 -0.957  B8 1.506, C15 1.502
15 C 0.640 2.590 -1.824  O14 1.502, C16 1.631, C22 1.663, C30 1.614
16 C 1.671 3.792 -1.438  C15 1.631, C17 1.631, H59 1.194, H60 1.185
17 C 1.042 5.293 -1.327  C16 1.631, C18 1.664, H61 1.194, H62 1.167
18 C 1.770 6.233 -2.490  C17 1.664, C19 1.666, H63 1.194, H64 1.170
19 C 1.508 7.861 -2.247  C18 1.666, C20 1.672, H65 1.193, H66 1.172
20 C 2.366 8.646 -3.448  C19 1.672, N21 1.514, H67 1.181, H68 1.179
21 N 3.386 9.537 -2.773  C20 1.514, H69 1.043, H70 1.057
22 C 1.321 2.071 -3.250  C15 1.663, C23 1.626, H71 1.195, H72 1.165
23 C 2.736 1.284 -3.105  C22 1.626, C24 1.674, C29 1.634
24 C 3.376 0.680 -4.529  C23 1.674, C25 1.637, H73 1.186
25 C 4.812 -0.099 -4.624  C24 1.637, C26 1.639, H74 1.193
26 C 5.711 -0.306 -3.269  C25 1.639, C27 1.661, C28 1.639
27 C 7.177 -1.061 -3.467  C26 1.661, H75 1.194, H76 1.181, H77 1.175
28 C 5.111 0.245 -1.848  C26 1.639, C29 1.673, H78 1.192
29 C 3.643 1.044 -1.768  C23 1.634, C28 1.673, H79 1.193
30 C -0.950 2.808 -1.998  C15 1.614, C31 1.679, C35 1.604, O40 1.508
31 C -1.180 3.748 -3.370  C30 1.679, C32 1.641, H80 1.194, H81 1.194
32 C -1.691 2.875 -4.662  C31 1.641, O33 1.336, Cl34 1.891
33 O -2.870 2.252 -4.739  C32 1.336
34 Cl -0.588 2.731 -6.191  C32 1.891
35 C -2.024 3.242 -0.888  C30 1.604, Cl36 1.900, C37 1.473
36 Cl -3.826 3.282 -1.488  C35 1.900
37 C -1.891 3.576 0.540  C35 1.473, C38 1.672, Cl39 1.829
38 C -3.191 3.967 1.517  C37 1.672, H82 1.192, H83 1.174, H84 1.170
39 Cl -0.243 3.519 1.331  C37 1.829
40 O -1.343 1.372 -2.236  B8 1.507, C30 1.508
41 H -0.247 -1.013 5.380  C1 1.193
42 H -0.505 -2.809 4.742  C1 1.179
43 H -0.866 -1.306 3.625  C1 1.180
44 H 1.709 -0.535 3.810  C2 1.191
45 H 2.064 -2.090 4.960  C2 1.192
46 H 1.502 -3.680 2.912  C3 1.193
47 H 2.946 -2.477 2.365  C3 1.170
48 H -0.201 -2.726 1.499  C4 1.182
49 H 0.391 -0.963 1.809  C4 1.194
50 H 1.899 -0.821 -0.083  C5 1.170
51 H 2.293 -2.669 -0.116  C5 1.194
52 H -0.623 -2.775 -0.740  C6 1.194
53 H 0.836 -2.999 -1.910  C6 1.194
54 H 0.794 -0.732 -2.902  C7 1.170
55 H -1.019 -1.282 -2.798  C7 1.194
56 H -2.241 0.833 0.843  P9 1.456
57 H -4.883 0.136 -2.570  O12 1.018
58 H -3.469 -2.884 -2.140  O13 1.009
59 H 2.108 3.529 -0.358  C16 1.194
60 H 2.627 3.880 -2.133  C16 1.185
61 H 1.408 5.759 -0.290  C17 1.194
62 H -0.122 5.369 -1.318  C17 1.167
63 H 2.949 6.078 -2.381  C18 1.194
64 H 1.493 5.902 -3.577  C18 1.170
65 H 1.933 8.151 -1.170  C19 1.193
66 H 0.357 8.070 -2.324  C19 1.172
67 H 1.592 9.238 -4.116  C20 1.181
68 H 2.970 7.837 -4.058  C20 1.179
69 H 3.777 10.240 -3.437  N21 1.043
70 H 4.168 8.882 -2.495  N21 1.057
71 H 1.555 3.078 -3.849  C22 1.195
72 H 0.605 1.460 -3.937  C22 1.165
73 H 2.769 0.845 -5.535  C24 1.186
74 H 5.201 -0.489 -5.683  C25 1.193
75 H 7.577 -0.675 -4.523  C27 1.194
76 H 7.989 -0.714 -2.683  C27 1.181
77 H 7.084 -2.227 -3.575  C27 1.175
78 H 5.793 0.077 -0.885  C28 1.192
79 H 3.230 1.458 -0.729  C29 1.193
80 H -1.996 4.599 -3.183  C31 1.194
81 H -0.194 4.363 -3.647  C31 1.194
82 H -3.746 2.938 1.750  C38 1.192
83 H -2.781 4.354 2.546  C38 1.174
84 H -3.957 4.680 0.993  C38 1.170
85 C -4.287 -4.188 4.610  C86 1.527, H92 1.094, H93 1.096, H94 1.094
86 C -3.298 -5.210 4.055  C85 1.527, N87 1.465, H95 1.097, H96 1.095
87 N -2.602 -5.977 5.091  C86 1.465, C88 1.466, C90 1.463
88 C -1.447 -6.724 4.583  N87 1.466, C89 1.525, H97 1.098, H98 1.098
89 C -1.713 -7.833 3.572  C88 1.525, H99 1.092, H100 1.096, H101 1.094
90 C -3.446 -6.701 6.041  N87 1.463, C91 1.526, H102 1.097, H103 1.098
91 C -4.440 -7.713 5.479  C90 1.526, H104 1.093, H105 1.097, H106 1.091
92 H -3.804 -3.523 5.333  C85 1.094
93 H -4.679 -3.569 3.795  C85 1.096
94 H -5.142 -4.670 5.093  C85 1.094
95 H -2.557 -4.648 3.471  C86 1.097
96 H -3.820 -5.864 3.348  C86 1.095
97 H -0.885 -7.144 5.427  C88 1.098
98 H -0.756 -6.006 4.121  C88 1.098
99 H -2.156 -8.713 4.043  C89 1.092
100 H -0.766 -8.158 3.125  C89 1.096
101 H -2.362 -7.506 2.754  C89 1.094
102 H -4.010 -5.967 6.628  C90 1.097
103 H -2.813 -7.205 6.784  C90 1.098
104 H -5.007 -7.320 4.632  C91 1.093
105 H -5.164 -7.985 6.256  C91 1.097
106 H -3.947 -8.637 5.171  C91 1.091

As for the energy: -107250.8031 eV. The orbital gap comes out at 0.2580 Ha. The total charge is -1. The calculation puts the strongest force on any atom at 9.468 eV/Å.

The following is a DFT calculation (ωB97M-V with the def2-TZVPD basis set) of 4 unconnected molecules or ions with the total composition C33H59FN4O7S.

Last columns: bonded neighbours and bond lengths (Å).
Cartesian coordinates (Å):
1 C 3.725 -5.276 -1.320  C2 1.535, H29 1.091, H30 1.091, H31 1.087
2 C 4.307 -3.986 -1.914  C1 1.535, C3 1.532, H32 1.090, H33 1.090
3 C 3.336 -2.808 -1.790  C2 1.532, N4 1.490, H34 1.087, H35 1.096
4 N 3.284 -2.020 -3.054  C3 1.490, C5 1.388, H36 1.014
5 C 2.101 -1.326 -3.268  N4 1.388, C6 1.346, C27 1.513
6 C 1.417 -1.297 -4.427  C5 1.346, C7 1.497, C11 1.480
7 C 1.845 -2.051 -5.647  C6 1.497, C8 1.522, H37 1.090, H38 1.093
8 C 3.212 -1.661 -6.192  C7 1.522, O9 1.193, O10 1.366
9 O 3.904 -2.424 -6.794  C8 1.193
10 O 3.570 -0.362 -5.963  C8 1.366, H39 0.966
11 C 0.201 -0.454 -4.484  C6 1.480, O12 1.208, C13 1.497
12 O -0.191 0.060 -5.505  C11 1.208
13 C -0.550 -0.336 -3.196  C11 1.497, C14 1.382, C26 1.397
14 C -1.931 -0.281 -3.204  C13 1.382, C15 1.393, H40 1.080
15 C -2.624 -0.277 -1.996  C14 1.393, C16 1.515, C20 1.403
16 C -4.138 -0.302 -2.023  C15 1.515, F17 1.393, C18 1.544, H41 1.092
17 F -4.563 0.098 -3.288  C16 1.393
18 C -4.730 -1.680 -1.656  C16 1.544, C19 1.539, H42 1.090, H43 1.088
19 C -5.324 -2.461 -2.842  C18 1.539, H44 1.089, H45 1.091, H46 1.084
20 C -1.910 -0.259 -0.788  C15 1.403, S21 1.786, C22 1.414
21 S -2.888 -0.138 0.701  C20 1.786, H47 1.337
22 C -0.496 -0.247 -0.760  C20 1.414, C23 1.505, C26 1.400
23 C 0.285 -0.165 0.524  C22 1.505, C24 1.540, H48 1.093, H49 1.088
24 C 0.902 1.221 0.793  C23 1.540, C25 1.542, H50 1.090, H51 1.088
25 C 2.337 1.200 1.359  C24 1.542, H52 1.091, H53 1.087, H54 1.089
26 C 0.161 -0.322 -1.993  C13 1.397, C22 1.400, C27 1.489
27 C 1.638 -0.454 -2.122  C5 1.513, C26 1.489, O28 1.205
28 O 2.445 0.086 -1.407  C27 1.205
29 H 3.079 -5.053 -0.470  C1 1.091
30 H 3.114 -5.803 -2.055  C1 1.091
31 H 4.501 -5.943 -0.953  C1 1.087
32 H 5.214 -3.748 -1.358  C2 1.090
33 H 4.564 -4.150 -2.960  C2 1.090
34 H 3.631 -2.133 -0.990  C3 1.087
35 H 2.333 -3.194 -1.574  C3 1.096
36 H 3.447 -2.662 -3.822  N4 1.014
37 H 1.107 -1.944 -6.441  C7 1.090
38 H 1.935 -3.114 -5.407  C7 1.093
39 H 4.314 -0.333 -5.348  O10 0.966
40 H -2.458 -0.273 -4.147  C14 1.080
41 H -4.512 0.451 -1.325  C16 1.092
42 H -3.932 -2.278 -1.216  C18 1.090
43 H -5.482 -1.553 -0.880  C18 1.088
44 H -4.647 -3.241 -3.188  C19 1.089
45 H -6.235 -2.968 -2.522  C19 1.091
46 H -5.594 -1.818 -3.673  C19 1.084
47 H -2.511 -1.269 1.305  S21 1.337
48 H 1.047 -0.948 0.525  C23 1.093
49 H -0.389 -0.389 1.349  C23 1.088
50 H 0.922 1.777 -0.144  C24 1.090
51 H 0.256 1.751 1.489  C24 1.088
52 H 2.352 1.502 2.408  C25 1.091
53 H 2.790 0.212 1.325  C25 1.087
54 H 2.971 1.862 0.773  C25 1.089
55 C 5.474 -4.974 2.632  O56 1.415, H61 1.094, H62 1.093, H63 1.090
56 O 4.076 -4.808 2.493  C55 1.415, C57 1.414
57 C 3.420 -4.195 3.587  O56 1.414, C58 1.533, H64 1.093, H65 1.098
58 C 3.451 -2.662 3.567  C57 1.533, C59 1.525, N60 1.466, H66 1.094
59 C 4.795 -2.068 3.972  C58 1.525, H67 1.090, H68 1.089, H69 1.092
60 N 3.061 -2.106 2.268  C58 1.466, H70 1.017, H71 1.018
61 H 5.747 -5.195 3.668  C55 1.094
62 H 6.028 -4.092 2.298  C55 1.093
63 H 5.766 -5.818 2.007  C55 1.090
64 H 2.378 -4.519 3.519  C57 1.093
65 H 3.822 -4.581 4.532  C57 1.098
66 H 2.709 -2.328 4.299  C58 1.094
67 H 5.536 -2.171 3.178  C59 1.090
68 H 4.686 -1.003 4.174  C59 1.089
69 H 5.186 -2.548 4.871  C59 1.092
70 H 2.117 -2.412 2.044  N60 1.017
71 H 3.645 -2.543 1.558  N60 1.018
72 C -6.291 5.230 -0.616  O73 1.414, H78 1.094, H79 1.093, H80 1.089
73 O -5.850 3.917 -0.899  C72 1.414, C74 1.415
74 C -5.199 3.746 -2.144  O73 1.415, C75 1.534, H81 1.094, H82 1.098
75 C -3.702 4.079 -2.134  C74 1.534, C76 1.524, N77 1.465, H83 1.095
76 C -3.397 5.573 -2.137  C75 1.524, H84 1.091, H85 1.089, H86 1.092
77 N -2.996 3.452 -1.013  C75 1.465, H87 1.016, H88 1.017
78 H -6.633 5.737 -1.524  C72 1.094
79 H -5.511 5.832 -0.143  C72 1.093
80 H -7.129 5.150 0.076  C72 1.089
81 H -5.309 2.685 -2.386  C74 1.094
82 H -5.720 4.315 -2.924  C74 1.098
83 H -3.290 3.655 -3.055  C75 1.095
84 H -3.581 6.023 -1.161  C76 1.091
85 H -2.347 5.738 -2.377  C76 1.089
86 H -4.003 6.100 -2.877  C76 1.092
87 H -3.127 2.446 -1.069  N77 1.016
88 H -3.476 3.719 -0.157  N77 1.017
89 C -1.977 2.763 3.162  O90 1.417, H95 1.095, H96 1.093, H97 1.090
90 O -0.910 2.061 3.777  C89 1.417, C91 1.414
91 C 0.095 2.865 4.362  O90 1.414, C92 1.534, H98 1.093, H99 1.098
92 C -0.213 3.336 5.789  C91 1.534, C93 1.525, N94 1.465, H100 1.095
93 C -1.227 4.472 5.857  C92 1.525, H101 1.090, H102 1.089, H103 1.092
94 N -0.660 2.245 6.658  C92 1.465, H104 1.016, H105 1.016
95 H -1.629 3.691 2.698  C89 1.095
96 H -2.774 2.992 3.875  C89 1.093
97 H -2.378 2.111 2.386  C89 1.090
98 H 0.988 2.236 4.395  C91 1.093
99 H 0.322 3.719 3.709  C91 1.098
100 H 0.730 3.711 6.197  C92 1.095
101 H -2.241 4.116 5.672  C93 1.090
102 H -1.218 4.921 6.850  C93 1.089
103 H -0.999 5.251 5.127  C93 1.092
104 H 0.062 1.533 6.708  N94 1.016
105 H -1.445 1.785 6.205  N94 1.016

As for the energy: -69021.9594 eV. The orbital gap comes out at 0.2994 Ha. The total charge is 0. The calculation puts the strongest force on any atom at 0.591 eV/Å.

Question: energy of number 2 (C33H59FN4O7S)?
Answer: -69021.9594 eV

Question: Which value of orbital gap does entry 1 give?
Answer: 0.2580 Ha

Question: What is the strongest force on any atom in the second record?
Answer: 0.591 eV/Å

Question: Which of these has the lowest energy?
Answer: C33H59BCl3N2O6P2